1.
# C25H48BF2N6O9PS

3 unconnected molecules or ions with the total composition C25H48BF2N6O9PS at a distorted geometry (ωB97M-V with the def2-TZVPD basis set, the OMol25 dataset).

Values from the calculation:
SMILES: CCP(C)[C@@](CCCO)(O[C@@H](CC=O)N(C(=O)F)C(=O)F)[C@@](CCCS)(NOC#N)B(O)N(C)C.CNC(C)=O.CNC(C)=O
Multiplicity: 1
Net charge: 0

```
93
C25H48BF2N6O9PS | the OMol25 dataset | ωB97M-V with the def2-TZVPD basis set
C 1.73 2.34 0.45
C 0.41 1.62 0.69
P -0.48 1.45 -0.93
C -1.61 2.91 -0.87
C -1.62 -0.11 -0.86
C -1.01 -1.05 0.16
C 0.37 -1.57 -0.25
C 1.27 -1.92 0.94
O 2.56 -1.37 0.74
O -2.91 0.42 -0.53
C -3.69 -0.27 0.36
C -3.49 0.20 1.83
C -3.45 -0.96 2.79
O -4.41 -1.30 3.43
N -5.11 0.00 -0.10
C -6.05 -0.62 0.75
O -6.17 -1.82 0.81
F -6.81 0.18 1.46
C -5.33 1.39 -0.38
O -5.22 1.85 -1.50
F -5.64 2.17 0.64
C -1.68 -0.75 -2.35
C -2.71 0.12 -3.12
C -2.73 -0.19 -4.64
C -2.34 1.05 -5.45
S -3.54 2.40 -5.30
N -0.38 -0.63 -2.96
O 0.18 -1.93 -3.30
C 1.06 -1.82 -4.22
N 1.92 -1.64 -5.00
B -2.29 -2.21 -2.39
O -2.24 -2.94 -3.58
N -3.01 -2.82 -1.26
C -2.46 -4.13 -0.92
C -4.45 -2.89 -1.53
H 2.18 2.58 1.40
H 1.57 3.28 -0.06
H 2.42 1.75 -0.15
H -0.15 2.23 1.39
H 0.65 0.69 1.18
H -2.43 2.79 -0.18
H -1.00 3.73 -0.52
H -1.96 3.17 -1.86
H -1.63 -1.91 0.40
H -0.90 -0.54 1.11
H 0.90 -0.83 -0.84
H 0.23 -2.45 -0.87
H 0.88 -1.43 1.82
H 1.32 -2.99 1.09
H 2.86 -1.59 -0.14
H -3.62 -1.35 0.32
H -4.19 0.95 2.13
H -2.51 0.66 1.87
H -2.47 -1.46 2.89
H -3.71 -0.09 -2.77
H -2.48 1.17 -3.02
H -1.98 -0.93 -4.88
H -3.71 -0.52 -4.95
H -1.35 1.35 -5.13
H -2.25 0.81 -6.49
H -2.86 3.25 -4.52
H -0.32 0.02 -3.73
H -1.56 -3.61 -3.55
H -2.36 -4.22 0.16
H -3.08 -4.96 -1.25
H -1.46 -4.25 -1.32
H -4.88 -1.89 -1.52
H -4.70 -3.42 -2.45
H -4.92 -3.42 -0.72
C 5.67 5.62 1.68
C 5.06 4.34 1.15
O 4.50 4.29 0.07
N 5.17 3.24 1.94
C 5.80 3.12 3.24
H 5.51 6.40 0.94
H 5.20 5.91 2.62
H 6.75 5.50 1.83
H 4.74 2.41 1.55
H 6.60 2.38 3.20
H 5.07 2.79 3.98
H 6.22 4.07 3.56
C 6.30 -0.83 4.53
C 5.17 -0.77 3.53
O 4.77 0.29 3.07
N 4.61 -1.95 3.15
C 4.96 -3.29 3.60
H 6.64 0.18 4.73
H 5.96 -1.27 5.47
H 7.13 -1.41 4.14
H 3.86 -1.85 2.48
H 5.26 -3.89 2.74
H 4.09 -3.76 4.06
H 5.77 -3.26 4.31
```

2.
# C15H26NO5S

2 unconnected molecules or ions with the total composition C15H26NO5S at a distorted geometry (ωB97M-V with the def2-TZVPD basis set, the OMol25 dataset).

Values from the calculation:
Multiplicity: 1
Net charge: +1
ΔE to the lowest compared entry with this formula, charge and spin, eV: 0.000

```
48
C15H26NO5S | the OMol25 dataset | ωB97M-V with the def2-TZVPD basis set
O -2.29 1.48 1.66
C -2.62 2.34 0.91
O -3.96 2.61 0.73
C -1.66 3.22 0.12
C -1.91 4.60 -0.09
C -1.00 5.37 -0.77
N 0.12 4.85 -1.29
C 0.40 3.55 -1.11
C -0.45 2.70 -0.42
C 0.01 1.25 -0.26
C 0.68 1.04 1.13
C 1.83 2.03 1.46
S 2.18 2.06 3.25
O 2.06 0.76 3.84
O 3.48 2.64 3.37
O 1.12 3.13 3.87
H -4.18 3.48 1.09
H -2.82 5.04 0.32
H -1.15 6.44 -0.93
H 0.78 5.42 -1.81
H 1.35 3.18 -1.52
H -0.88 0.59 -0.27
H 0.62 0.95 -1.12
H -0.04 1.04 1.95
H 1.14 0.03 1.12
H 1.63 3.08 1.19
H 2.74 1.74 0.91
H 0.49 3.37 3.18
C -1.61 -2.60 0.11
C -1.00 -4.00 0.11
C 0.52 -3.99 0.08
C 1.15 -3.35 -1.17
C 0.72 -3.97 -2.50
C 1.13 -5.43 -2.64
H -1.36 -2.05 -0.80
H -2.70 -2.66 0.17
H -1.26 -2.03 0.97
H -1.40 -4.57 -0.74
H -1.33 -4.52 1.01
H 0.88 -5.01 0.18
H 0.89 -3.46 0.96
H 2.24 -3.41 -1.08
H 0.91 -2.28 -1.18
H 1.19 -3.40 -3.31
H -0.36 -3.87 -2.64
H 2.21 -5.54 -2.54
H 0.84 -5.81 -3.62
H 0.65 -6.06 -1.89
```

no.,gap between HOMO and LUMO (eV),energy (Eh)
1,8.16,-2951.121885
2,7.08,-1416.025946